(1)
Computed, not measured: a cluster of 18 separate species, C54H108O18 in total at a distorted geometry, with wB97M-V/def2-TZVPD.

Properties
- Calculated total energy: -3476.6259 Ha
- HOMO-LUMO gap: 9.4606 eV
- Energy above the lowest of the compared OMol25 structures with the same formula, charge and spin: 0.0 kcal/mol
- Lowest unoccupied orbital energy: 0.015 Eh

Element x y z (Å)
H -5.78829 -0.31661 4.33546
H 2.69722 -0.23182 -5.59568
H 5.30783 -0.18771 1.01919
C 6.89342 0.09499 2.42651
H -4.02073 3.19440 3.03085
H -5.81985 -4.77720 -1.55054
C 1.35142 6.15154 -3.05837
C -2.15699 -1.92842 -4.12694
C 4.22893 -4.47473 1.51319
H -1.57495 1.71509 -4.12397
H -0.12123 3.04954 2.79152
H -5.22820 -4.64344 0.13413
H -0.14252 -4.60054 -1.07902
H -4.60591 2.04912 -3.10402
O 4.37570 -2.97131 3.35337
H 3.60973 -0.74922 -2.12507
H -1.21953 -2.46793 3.03166
O 6.24519 0.76359 3.17807
H -0.05476 -3.02273 -1.89463
H -4.38128 0.03449 2.28002
C 0.20570 0.45113 -1.31408
H -3.19441 4.95449 -1.53038
H 0.52943 -3.27527 -4.53737
H -2.82050 -1.74425 6.52329
C -1.61610 5.21056 -0.10116
H 2.73263 3.56813 3.27961
H 1.20964 7.24302 -4.94204
C 2.28006 -5.68902 -1.94974
C -0.30960 -0.67300 5.11930
H 0.01067 7.72150 -3.72098
O 0.66105 5.87292 -2.11654
C 2.83393 -1.19220 -6.10024
C 2.47072 5.31403 -3.54717
H 4.27090 0.20001 7.34193
O -2.05007 0.37843 -0.51271
H 3.70849 -1.76180 -5.77285
H 0.82651 1.30552 -0.97302
H -2.04866 -0.21640 7.19283
H -5.49152 2.77789 -1.12691
C -2.61478 -0.65731 6.36987
C 6.22568 -0.70769 1.30740
O -2.36770 -0.11646 4.09461
H -5.01264 -1.04412 1.15666
H 1.10572 3.71123 0.39155
H 3.35385 -5.76307 -1.86805
H 4.67030 1.48052 -4.47473
H -0.03331 6.58356 0.13506
H -3.06052 1.80722 2.72232
H -2.81265 6.67066 -1.22940
C 0.25955 -4.08778 -1.95381
H 2.89177 4.67171 -2.76603
H -0.43372 5.66573 1.59620
C -0.59510 2.67751 3.70240
O 5.73779 0.80220 -1.97827
H 0.10446 -3.70103 3.55341
H 2.47044 4.71354 0.83764
C -3.02103 -2.44610 -2.98320
H -2.77122 -1.96684 -2.04395
H -6.28906 1.54943 -0.15629
C -0.87282 0.20623 -0.29947
H -2.89828 -3.53401 -2.96039
H 6.79141 -0.94407 0.39238
C 0.04155 1.08784 -6.48244
O -1.29341 4.05128 -0.04515
H 3.37971 -0.12580 3.65946
O -0.00345 -4.46554 1.13534
C -2.38862 -4.49288 1.28232
C -1.80099 -0.51389 5.10398
O -2.35626 3.68440 4.94060
C -0.88645 -3.50835 3.13270
H -7.20267 -5.07886 1.71371
C 1.72560 -4.25544 -1.81479
C -5.90820 -4.21128 -0.59526
H 1.75346 -6.24124 -1.13697
H 4.61021 -0.76133 4.69870
H -3.26782 -1.30833 1.66448
H -3.12590 1.15824 -2.52701
H -2.36081 -4.28066 0.22818
C 1.65087 -2.00298 -5.88947
H -4.07835 -2.27766 -3.21845
C 4.69371 1.08478 -2.48888
C 3.92466 -3.22576 2.28879
H -1.11184 -0.32273 1.80234
H -6.70575 -0.76692 3.00857
H 0.87572 -0.42629 -1.34075
C -1.00832 -4.18235 1.78883
H -0.75180 1.56667 -7.07094
C 4.23014 1.03313 6.63259
H 3.90796 2.20037 3.10366
O 2.53499 -3.36355 -1.56340
C -4.18731 1.11454 -2.79663
H -2.51443 -5.58375 1.32532
C 0.30992 1.76792 -5.11647
H -6.64690 -1.91002 4.33269
O -8.26174 -4.05228 -0.76112
O 0.78195 -2.12084 -6.73555
H 1.70337 8.22410 -3.52541
C 1.48834 -2.76384 -4.59985
H -5.57830 -3.23398 -0.88809
H 4.83415 -5.16456 2.11630
H -0.00359 -1.63862 5.54106
H -1.69073 -2.23040 -6.15694
H 2.57070 3.50505 -0.52368
C -2.00755 3.13823 3.91733
H 1.91467 -2.65244 2.00190
C -5.33401 1.82791 -0.65199
H 8.57159 -1.01631 2.82084
H -4.32254 0.31282 -3.52565
C -4.27181 -1.00657 1.98470
C 3.38737 3.01841 2.62790
H -0.14897 -4.52206 -2.86628
H 5.21975 1.19875 6.22866
C -4.76494 -1.73686 3.17221
H -0.28671 0.05022 -6.25302
H -0.44010 2.93323 -3.54268
H 8.71957 0.79872 3.20512
C -2.84920 5.69809 -0.79960
H 2.28557 -3.46575 -4.52337
H -0.56716 1.58368 3.69520
H -3.12291 -3.95105 1.90042
H 3.63917 2.54029 -3.54199
C -7.29883 -4.10817 -0.03210
H 1.00772 1.00496 -6.95605
C 8.38832 0.03285 2.52079
H 0.06817 0.12272 5.72123
H -0.17420 -1.43874 0.73453
C -0.82346 2.42878 -4.43468
O 1.41307 1.71220 -4.66723
C 1.06837 7.42722 -3.85721
C -7.41397 -4.04772 1.44467
H 0.02134 -0.62766 4.09867
H 2.66083 0.52085 -2.84468
H 3.00291 -1.26706 1.89105
H 5.46549 2.77124 -3.66849
H -1.43655 7.07281 1.07061
H -2.76698 -3.57116 -5.40459
C -6.05381 -1.19778 3.76145
H 2.93162 -0.87309 -7.13401
O -1.34761 -1.07418 -3.96292
H -1.59256 -3.99507 3.82395
H 3.91597 1.89379 7.22174
C 2.88005 -2.28427 1.60949
H 2.86626 -2.47938 0.53147
C 2.71087 2.57375 1.39281
H -3.57567 -0.09816 6.15548
C -2.98331 2.88889 2.82063
H 3.27583 5.82934 -4.08358
H 1.96473 -6.06273 -2.93566
H 0.04964 3.00034 4.52216
H -0.28438 0.55421 -2.29111
C 4.60901 2.10542 -3.58224
H -4.60587 1.91248 0.14093
C -0.36668 -0.39754 1.00743
H 2.02853 4.56904 -4.26795
C -2.53667 -2.46064 -5.48070
H 3.24113 -4.90836 1.34282
H 0.50355 0.15922 1.25935
H -8.38737 -3.67235 1.71185
O 2.59474 1.38129 1.17694
C 3.42914 0.33309 -2.12194
H -3.46370 -1.97181 -5.83633
H 8.90420 0.19595 1.56214
C 2.18711 3.70445 0.50933
C -4.97415 0.70495 -1.59940
H 4.19607 3.66773 2.27834
C -0.84183 6.19710 0.75258
H 2.94410 -1.28614 4.83253
O 2.20036 1.33464 5.46918
C 3.59631 -0.42077 4.68721
H -1.24755 3.13171 -5.12787
H -6.64329 -3.36281 1.83678
H 4.70147 -4.28926 0.53845
H 1.55888 -2.13431 -3.75259
H 5.89973 -1.59810 1.83605
H 3.09589 0.64960 -1.13063
C 3.22838 0.71405 5.58806
O -5.25575 -0.42885 -1.31564
H -3.63042 5.63029 -0.01998
O -4.33398 -2.76252 3.57930
H -2.70868 3.17824 1.81212

(2)
Computed, not measured: a structure of composition C54H114BeClN6O10 at a distorted geometry, with wB97M-V/def2-TZVPD.

Properties
- Calculated total energy: -3680.6348 Ha
- HOMO-LUMO gap: 1.4824 eV
- Net charge: +1
- Energy above the lowest of the compared OMol25 structures with the same formula, charge and spin: 20.2 kcal/mol
- Lowest unoccupied orbital energy: -0.309 Eh

Element x y z (Å)
H 14.06538 6.51042 -26.90397
O 12.20502 5.49918 -25.40213
H 14.52742 1.04438 -18.26905
H 12.63051 3.10555 -19.29049
C 11.50201 8.95343 -14.23734
H 15.49516 8.59046 -20.41283
C 22.51604 1.09056 -22.05667
Be 14.20529 3.84988 -24.50602
H 13.01734 2.07294 -14.66863
H 14.03329 7.56785 -14.75526
C 15.92053 10.25816 -21.76904
Cl 15.89390 4.82859 -21.73172
C 18.28485 11.32581 -21.41381
H 9.89371 2.38779 -16.73401
H 11.80028 9.66528 -23.57056
H 17.57741 13.33596 -21.53282
H 10.94513 5.64107 -21.83502
H 18.77029 -3.37034 -22.71661
O 14.80428 5.30188 -22.42756
C 18.70925 -2.87372 -19.46913
H 14.92247 7.98766 -26.53429
H 24.56945 2.04937 -20.32684
H 14.38025 9.28547 -24.51858
C 21.06182 3.71742 -21.44710
H 19.68024 -2.41962 -19.66678
H 12.14652 4.86580 -22.67204
H 18.41800 12.92911 -20.02381
H 14.95124 -1.65532 -22.33172
H 12.85872 9.01166 -26.97213
H 10.00722 6.16318 -17.58272
H 17.34701 11.21737 -18.34536
C 14.10829 7.62339 -18.15010
H 12.35270 3.69007 -14.92223
H 15.99913 -3.83568 -20.44013
C 12.49991 0.44282 -18.37229
C 12.03592 8.05827 -15.41866
H 20.31080 12.07652 -21.72418
C 18.07758 -1.11946 -23.92456
C 19.62646 3.47339 -20.87341
C 21.42499 1.54500 -22.97699
C 17.25491 -1.22998 -22.60374
H 17.23709 7.46541 -19.12869
H 17.64601 10.24315 -23.17914
C 13.51726 2.83150 -18.71896
H 11.76900 7.08719 -19.30409
H 15.83063 10.45016 -18.76997
H 9.89165 7.94140 -16.10291
C 13.10511 7.72234 -25.29226
H 15.55636 -0.04743 -20.70371
O 17.94794 -3.44069 -22.22631
H 18.86770 3.57832 -21.64889
H 11.58680 -0.12922 -20.16945
H 22.41248 0.00551 -22.06231
H 15.01504 8.18141 -17.91659
C 13.66922 8.55374 -24.13503
C 11.25483 5.46235 -22.86470
H 15.68371 -2.62504 -23.58104
H 18.42581 -0.38235 -19.55390
H 16.82532 9.59343 -17.75666
H 9.87545 6.74911 -25.05887
H 20.18382 3.26228 -23.43091
H 15.30957 10.99048 -21.24126
H 11.50128 7.86295 -26.77721
C 12.08790 2.30704 -16.60837
C 10.79849 7.34047 -16.03483
C 17.56998 -2.19471 -20.22066
H 11.57173 5.85331 -26.03073
H 16.77539 11.74378 -23.04582
H 12.81648 6.60391 -13.97136
H 14.23318 2.98260 -16.61229
H 14.36785 3.42069 -19.06169
C 14.35502 7.17148 -26.08715
H 12.32584 -1.82329 -18.20032
H 9.89457 8.34362 -24.37656
H 18.65595 7.83095 -20.22778
H 13.36537 10.60884 -16.01002
C 16.60794 0.22407 -20.61119
C 12.75220 9.80960 -18.74720
O 16.98485 5.52995 -22.32863
C 12.19792 2.62995 -15.12294
C 21.39646 0.81483 -19.72572
C 10.96868 6.62319 -17.35453
N 12.60502 8.95606 -16.54440
H 18.55963 -2.87961 -18.38946
C 17.40708 -0.74904 -19.67971
H 23.77522 1.61749 -18.84692
H 21.77190 3.64812 -23.58289
H 18.88880 -3.88165 -19.84321
N 22.20295 3.13200 -20.63212
H 11.61652 5.75847 -17.21072
H 21.29337 5.81609 -20.73570
H 15.38730 -2.21264 -20.17532
H 14.10589 6.76439 -17.47913
C 16.21661 -2.88454 -19.95420
H 16.85733 -0.88866 -18.74892
H 11.34530 2.22545 -14.57750
O 19.68277 10.63321 -19.61112
C 13.32519 3.03226 -17.21327
H 13.16345 6.31740 -15.67972
C 16.36125 9.07286 -20.86590
H 19.13995 12.24231 -23.09173
H 20.09519 9.77218 -19.51034
H 11.67449 9.27431 -25.65228
H 19.46932 2.46239 -20.49752
H 14.37538 7.95678 -23.55792
H 10.40580 0.18524 -18.84054
C 10.06671 7.29479 -24.13489
H 21.28386 1.37671 -18.79851
C 13.06762 7.08822 -14.91501
C 19.50892 11.60242 -22.29016
C 13.66681 1.29501 -18.88923
C 17.16188 10.90747 -22.46332
H 19.92160 10.70091 -22.74301
H 10.63945 6.53833 -15.31415
H 20.47797 0.57986 -20.26355
H 17.50048 -0.52301 -24.63117
H 10.74945 8.31103 -18.76883
H 19.06380 -0.67055 -23.80653
C 13.03690 -1.00074 -18.12358
C 17.72293 12.56219 -20.77903
H 16.16655 -3.06446 -18.88032
H 19.42917 4.02284 -19.95292
H 10.61940 9.52017 -14.53384
C 23.80196 1.39491 -19.91361
O 13.73527 9.72307 -16.02361
O 22.26149 3.69415 -19.33793
N 18.63292 10.28643 -20.50275
C 21.12720 3.07206 -22.91911
N 12.18263 0.86970 -16.88278
N 17.88847 -2.17377 -21.70696
H 20.16435 5.74939 -21.96509
C 11.33604 0.49857 -19.31442
O 11.23745 0.06675 -16.26586
H 21.89128 5.63714 -22.32265
C 18.00848 8.17737 -19.42226
H 10.58437 3.04292 -18.18437
C 11.55583 7.67187 -18.40921
H 13.05889 4.08855 -17.17508
H 13.66909 10.33669 -18.48340
C 21.10020 5.27858 -21.66406
H 11.95968 10.43769 -18.34036
H 16.60905 1.26979 -20.30368
H 13.91751 1.06869 -19.92559
H 13.09045 9.52397 -22.27800
H 12.57728 9.79337 -19.82294
C 11.93143 7.77340 -22.53883
H 10.46153 4.85353 -23.29840
H 13.88764 -1.21885 -18.76916
C 15.76802 -1.67510 -23.05323
C 12.19022 8.52975 -26.25871
H 13.51897 -1.11828 -17.15307
H 15.19894 9.93882 -22.52101
C 10.73156 2.97725 -17.10635
H 10.41764 0.16489 -16.75562
C 22.43430 1.62761 -20.58205
C 12.59621 9.06267 -23.13301
H 18.22696 0.69415 -22.12705
O 15.73123 5.24928 -20.34767
H 16.76744 8.34218 -21.56534
H 11.04051 8.14553 -22.03300
H 21.64766 1.34066 -24.02426
H 14.99222 6.51868 -25.49057
H 11.33349 8.34937 -13.34582
N 12.53499 6.55477 -24.61168
H 14.17662 7.24360 -19.16951
H 12.19812 9.72044 -13.89786
C 16.89310 10.26341 -18.61376
H 21.42104 3.50045 -18.91637
H 16.72071 12.41646 -20.37600
H 20.44987 1.06127 -22.92006
C 12.75072 8.47353 -17.95716
O 15.93152 3.43933 -21.98756
H 18.64212 8.26316 -18.53952
C 17.26143 0.20088 -22.01511
H 16.49476 0.77446 -22.53600
C 11.50928 6.78577 -23.63246
H 11.22724 1.47763 -19.78100
H 12.68269 7.31577 -21.89519
C 17.45412 9.53616 -19.86053
H 23.51184 1.12215 -22.49882
H 15.41784 -0.83814 -23.65737
H 9.33265 6.93437 -23.41422
H 10.54950 3.98932 -16.74487
H 21.77085 -0.16558 -19.43122
H 18.20486 -2.10553 -24.37130
H 24.15241 0.37618 -20.07940

> Which of these has the lowest energy above the lowest of the compared OMol25 structures with the same formula, charge and spin?

C54H108O18

> Look up the calculated total energy of the second one.

-3680.6348 Ha

> Which formula does entry 2 have?

C54H114BeClN6O10